Entry 1:
A structure of composition C41H54N5OPt, computed with ωB97M-V/def2-TZVPD.

ORCA input file:
```
! wB97M-V def2-TZVPD RIJCOSX def2/J DEFGRID3
* xyz -1 3
Pt -0.04 -1.24 -1.21
C 0.02 1.78 4.86
C 0.90 0.87 4.02
C 2.36 0.96 4.48
C 0.42 -0.58 4.01
C 0.50 -1.30 5.20
C 0.24 -2.65 5.25
C -0.03 -3.32 4.06
C -0.12 -2.65 2.85
C -0.34 -3.46 1.59
C 0.79 -4.47 1.39
C -1.69 -4.18 1.60
C 0.02 -1.25 2.83
N -0.12 -0.59 1.62
C -0.75 0.56 1.56
C -0.77 1.38 0.43
N -0.27 1.06 -0.77
C 0.04 2.15 -1.59
C -0.42 2.23 -2.93
C -0.09 3.34 -3.70
C 0.64 4.40 -3.18
C 1.11 4.31 -1.88
C 0.87 3.19 -1.09
C 1.60 3.08 0.23
C 1.13 4.10 1.27
C 3.11 3.20 0.01
C -1.25 1.13 -3.56
C -2.54 1.65 -4.18
C -0.43 0.36 -4.59
H 0.40 2.80 4.86
H -0.01 1.44 5.90
H -1.01 1.79 4.49
H 0.88 1.24 2.99
H 2.47 0.68 5.53
H 2.73 1.98 4.36
H 3.00 0.29 3.89
H 0.79 -0.77 6.11
H 0.30 -3.19 6.19
H -0.18 -4.39 4.08
H -0.30 -2.81 0.70
H 0.84 -5.21 2.20
H 1.76 -3.97 1.34
H 0.64 -5.02 0.46
H -1.73 -4.95 2.37
H -1.88 -4.64 0.63
H -2.50 -3.48 1.79
H -1.31 0.94 2.43
H -1.18 2.38 0.56
H -0.45 3.39 -4.72
H 0.84 5.28 -3.78
H 1.71 5.12 -1.47
H 1.41 2.09 0.64
H 1.30 5.12 0.93
H 1.67 3.97 2.21
H 0.06 3.99 1.48
H 3.38 4.21 -0.33
H 3.44 2.49 -0.74
H 3.65 3.00 0.94
H -1.51 0.42 -2.77
H -2.35 2.41 -4.94
H -3.19 2.10 -3.43
H -3.09 0.83 -4.66
H -0.19 0.97 -5.46
H -0.99 -0.52 -4.93
H 0.51 0.01 -4.15
N 6.73 0.97 -1.70
C 6.16 0.40 -0.59
O 6.77 0.25 0.45
C 4.74 -0.05 -0.75
C 3.97 -0.22 0.39
C 2.63 -0.55 0.26
N 2.06 -0.75 -0.93
C 2.81 -0.63 -2.03
C 4.14 -0.27 -1.99
H 7.62 1.41 -1.54
H 6.14 1.36 -2.41
H 4.41 -0.06 1.37
H 1.97 -0.66 1.10
H 2.30 -0.84 -2.97
H 4.69 -0.20 -2.92
C -5.55 -0.41 -0.10
N -4.13 -0.13 -0.02
C -3.72 0.72 -1.12
C -3.27 -1.31 0.13
C -3.03 -2.14 -1.11
C -4.07 -2.96 -1.57
C -3.95 -3.69 -2.74
C -2.78 -3.61 -3.47
C -1.74 -2.82 -3.00
C -1.80 -2.08 -1.80
H -6.11 0.52 0.01
H -5.85 -1.08 0.71
H -5.85 -0.87 -1.06
H -4.19 1.70 -1.02
H -3.99 0.30 -2.10
H -2.64 0.84 -1.09
H -3.72 -1.92 0.92
H -2.30 -0.97 0.50
H -4.98 -3.03 -0.99
H -4.77 -4.32 -3.08
H -2.66 -4.16 -4.39
H -0.82 -2.78 -3.58
*
```

F_max   0.5 eV/Å
E_LUMO (alpha / beta)   2.05 / 2.05 eV
Energy relative to the best compared isomer or geometry (same formula, charge and spin)   0.395 eV
HOMO energy (alpha / beta)   -3.116 / -4.117 eV
Frontier orbital gap (alpha / beta)   5.17 / 6.16 eV
E_tot   -2063.08145 a.u.



Entry 2:
A structure of composition C45H60BN8O2V at a distorted geometry, computed with ωB97M-V/def2-TZVPD.

ORCA input file:
```
! wB97M-V def2-TZVPD RIJCOSX def2/J DEFGRID3
* xyz -1 4
V 0.14 -0.56 1.39
C -0.60 2.29 3.54
C 0.08 2.88 2.31
C -0.01 4.41 2.35
C -0.43 2.37 0.98
C -0.98 3.15 -0.05
C -1.13 2.30 -1.13
C -1.70 2.65 -2.47
C -0.98 3.86 -3.08
C -3.20 2.93 -2.34
N -0.68 1.07 -0.74
N -0.27 1.13 0.53
B -0.45 -0.20 -1.57
N 1.06 -0.54 -1.66
N 1.74 -0.99 -0.59
C 2.99 -1.22 -0.97
C 3.11 -0.95 -2.34
C 1.87 -0.51 -2.74
C 1.49 -0.09 -4.13
C 2.30 1.13 -4.56
C 1.72 -1.25 -5.11
C 4.09 -1.71 -0.08
C 4.47 -3.15 -0.44
C 5.32 -0.82 -0.27
N -1.21 -1.40 -0.98
N -1.05 -1.80 0.30
C -1.82 -2.88 0.50
C -2.47 -3.18 -0.70
C -2.08 -2.22 -1.61
C -2.69 -2.14 -2.99
C -3.53 -0.88 -3.17
C -1.70 -2.31 -4.15
C -2.15 -3.70 1.72
C -1.34 -3.45 2.97
C -3.64 -3.49 2.04
H -0.22 2.80 4.43
H -0.36 1.23 3.63
H -1.68 2.41 3.50
H 1.14 2.61 2.36
H -1.05 4.74 2.33
H 0.51 4.85 1.50
H 0.45 4.79 3.26
H -1.23 4.19 -0.02
H -1.56 1.81 -3.14
H -1.11 4.74 -2.46
H -1.38 4.07 -4.07
H 0.09 3.65 -3.17
H -3.38 3.79 -1.70
H -3.70 2.07 -1.91
H -3.64 3.13 -3.32
H -0.84 -0.01 -2.67
H 3.99 -1.05 -2.95
H 0.44 0.18 -4.16
H 3.36 0.89 -4.59
H 2.16 1.95 -3.86
H 1.99 1.45 -5.55
H 2.78 -1.47 -5.20
H 1.33 -0.99 -6.09
H 1.22 -2.15 -4.77
H 3.76 -1.67 0.96
H 4.75 -3.22 -1.49
H 3.63 -3.82 -0.27
H 5.31 -3.47 0.17
H 5.74 -0.97 -1.26
H 6.09 -1.06 0.47
H 5.07 0.23 -0.16
H -3.16 -3.98 -0.87
H -3.37 -3.00 -3.03
H -2.90 0.00 -3.24
H -4.20 -0.75 -2.32
H -4.13 -0.96 -4.08
H -1.02 -1.48 -4.20
H -2.26 -2.37 -5.08
H -1.13 -3.23 -4.03
H -2.01 -4.75 1.42
H -1.45 -2.42 3.30
H -0.28 -3.64 2.78
H -1.68 -4.12 3.77
H -3.80 -2.45 2.29
H -3.92 -4.12 2.88
H -4.27 -3.74 1.19
O 2.16 -2.16 4.34
C 1.82 -1.38 3.44
O 0.69 -1.44 2.82
C 2.71 -0.31 2.97
C 3.96 -0.14 3.58
C 4.82 0.82 3.13
C 4.43 1.59 2.00
C 5.30 2.53 1.42
C 4.93 3.22 0.27
C 3.70 2.98 -0.31
C 2.82 2.07 0.26
C 3.14 1.36 1.43
N 2.28 0.45 1.94
H 4.20 -0.80 4.40
H 5.79 0.97 3.58
H 6.27 2.68 1.85
H 5.61 3.93 -0.18
H 3.41 3.50 -1.21
H 1.87 1.89 -0.22
C -1.62 -0.22 2.20
C -2.79 0.05 2.42
C -4.14 0.37 2.73
C -4.57 0.47 4.06
C -5.88 0.77 4.36
C -6.80 0.99 3.34
C -6.39 0.89 2.02
C -5.07 0.59 1.71
H -3.85 0.29 4.85
H -6.20 0.84 5.39
H -7.83 1.22 3.57
H -7.10 1.06 1.22
H -4.75 0.51 0.68
N 1.43 -3.87 1.16
H 1.39 -2.97 0.68
H 2.09 -4.47 0.66
H 1.82 -3.69 2.08
*
```

F_max   3.1 eV/Å
E_LUMO (alpha / beta)   2.31 / 2.31 eV
HOMO energy (alpha / beta)   -2.097 / -5.258 eV
Frontier orbital gap (alpha / beta)   4.41 / 7.57 eV
E_tot   -3308.33902 a.u.



Entry 3:
A cluster of 8 separate species, C51H86O28S in total at a distorted geometry, computed with ωB97M-V/def2-TZVPD.

ORCA input file:
```
! wB97M-V def2-TZVPD RIJCOSX def2/J DEFGRID3
* xyz 0 1
C 7.37 -1.89 0.93
O 6.03 -1.38 0.85
C 5.77 -0.90 -0.48
C 4.98 -2.00 -1.25
C 3.91 -1.39 -2.21
C 2.44 -1.56 -1.69
C 1.71 -0.22 -1.88
C 0.23 -0.24 -1.39
C -0.39 1.13 -1.82
C -1.73 1.56 -1.13
C -2.84 1.52 -2.25
C -3.02 0.09 -2.89
C -4.51 -0.33 -2.98
C -5.06 -1.00 -1.71
O -5.69 -2.27 -2.01
C -6.50 -2.61 -0.96
C -5.87 -3.17 0.32
O -7.68 -2.45 -1.00
C -2.23 0.62 0.01
C -3.53 1.07 0.73
S -3.65 2.86 1.01
O -5.06 3.29 1.06
O -2.95 3.27 2.23
O -3.02 3.54 -0.31
C -1.69 3.01 -0.56
C -1.03 4.03 -1.53
C 0.36 4.47 -0.99
C 0.26 5.22 0.37
C 1.51 5.08 1.24
O 1.82 3.73 1.58
C 2.98 3.26 0.91
H 8.01 -1.04 1.20
H 7.71 -2.31 -0.02
H 7.37 -2.68 1.70
H 5.22 0.05 -0.42
H 6.72 -0.69 -1.01
H 5.73 -2.49 -1.89
H 4.57 -2.73 -0.54
H 4.03 -1.71 -3.25
H 4.10 -0.30 -2.22
H 1.95 -2.38 -2.24
H 2.50 -1.80 -0.62
H 2.22 0.51 -1.23
H 1.78 0.17 -2.91
H -0.30 -1.07 -1.88
H 0.29 -0.38 -0.31
H 0.41 1.87 -1.70
H -0.54 1.06 -2.91
H -2.58 2.23 -3.05
H -3.82 1.81 -1.87
H -2.66 0.19 -3.93
H -2.38 -0.67 -2.43
H -5.08 0.61 -3.11
H -4.73 -0.95 -3.85
H -5.83 -0.37 -1.25
H -4.29 -1.17 -0.93
H -5.02 -2.56 0.66
H -5.52 -4.20 0.18
H -6.61 -3.19 1.12
H -2.40 -0.42 -0.31
H -1.45 0.57 0.80
H -4.46 0.80 0.22
H -3.56 0.60 1.72
H -1.13 2.99 0.39
H -1.63 4.95 -1.60
H -0.90 3.61 -2.53
H 0.86 5.13 -1.71
H 1.03 3.61 -0.86
H -0.63 4.91 0.93
H 0.16 6.29 0.13
H 1.32 5.61 2.19
H 2.40 5.58 0.81
H 3.88 3.46 1.51
H 2.94 2.18 0.75
H 3.09 3.72 -0.08
C 12.02 1.72 -1.18
C 10.65 1.27 -0.73
C 10.50 -0.22 -0.61
O 9.11 -0.41 -0.87
C 8.71 0.62 -1.66
O 7.65 0.66 -2.22
O 9.65 1.58 -1.73
H 12.80 1.34 -0.53
H 12.22 1.38 -2.20
H 12.08 2.81 -1.19
H 10.37 1.77 0.19
H 10.77 -0.58 0.38
H 11.07 -0.78 -1.36
C -8.30 -4.88 -2.44
C -9.08 -6.16 -2.65
C -8.57 -7.34 -1.87
O -8.96 -8.44 -2.69
C -9.04 -7.99 -3.96
O -9.14 -8.69 -4.92
O -8.97 -6.64 -4.00
H -8.25 -4.62 -1.39
H -7.28 -4.99 -2.83
H -8.76 -4.06 -2.98
H -10.15 -5.98 -2.45
H -9.01 -7.41 -0.88
H -7.48 -7.34 -1.77
C 16.22 3.26 2.56
C 14.85 2.80 3.01
C 14.72 1.31 3.14
O 13.32 1.11 2.89
C 12.91 2.13 2.10
O 11.86 2.17 1.55
O 13.85 3.10 2.03
H 17.00 2.89 3.22
H 16.42 2.92 1.54
H 16.27 4.35 2.55
H 14.58 3.31 3.94
H 14.99 0.94 4.13
H 15.29 0.76 2.39
C -7.91 -11.34 -6.15
C -6.44 -11.69 -6.09
C -5.54 -10.49 -5.95
O -4.33 -10.95 -6.58
C -4.69 -11.89 -7.49
O -3.96 -12.32 -8.32
O -5.99 -12.25 -7.33
H -8.21 -10.76 -5.28
H -8.14 -10.77 -7.05
H -8.51 -12.25 -6.19
H -6.26 -12.42 -5.30
H -5.35 -10.23 -4.91
H -5.90 -9.61 -6.49
C -5.99 4.08 3.78
C -6.07 3.63 5.22
C -7.46 3.70 5.81
O -7.18 3.90 7.20
C -5.98 4.53 7.29
O -5.54 5.02 8.28
O -5.34 4.51 6.09
H -6.67 3.52 3.15
H -6.21 5.14 3.70
H -4.98 3.94 3.40
H -5.65 2.62 5.33
H -8.03 2.79 5.66
H -8.04 4.55 5.44
C 0.64 -2.46 4.86
C 0.84 -1.91 3.47
C -0.10 -0.79 3.11
O -0.19 -0.91 1.68
C 0.05 -2.23 1.39
O -0.13 -2.73 0.33
O 0.53 -2.89 2.47
H 0.70 -1.67 5.61
H -0.34 -2.95 4.94
H 1.39 -3.22 5.09
H 1.89 -1.60 3.34
H 0.29 0.19 3.38
H -1.10 -0.92 3.53
C -3.88 7.75 4.38
C -3.55 8.51 3.12
C -3.70 7.70 1.86
O -2.75 8.32 0.98
C -1.78 8.86 1.77
O -0.74 9.26 1.36
O -2.15 8.86 3.07
H -4.89 7.33 4.34
H -3.17 6.93 4.55
H -3.82 8.40 5.25
H -4.13 9.43 3.07
H -4.70 7.76 1.44
H -3.43 6.65 1.98
*
```

F_max   3.9 eV/Å
E_LUMO   -0.07 eV
HOMO energy   -9.039 eV
Frontier orbital gap   8.97 eV
E_tot   -4499.82919 a.u.
SMILES   COCCCCCCC[C@@]1(CCCCOC(C)=O)CCS(=O)(=O)O[C@@H]1CCCCOC.C[C@@H]1COC(=O)O1.C[C@@H]1COC(=O)O1.C[C@@H]1COC(=O)O1.C[C@@H]1COC(=O)O1.C[C@@H]1COC(=O)O1.C[C@@H]1COC(=O)O1.C[C@@H]1COC(=O)O1



Entry 4:
A structure of composition C31H38N6O6PSScSe2Si at a distorted geometry, computed with ωB97M-V/def2-TZVPD.

ORCA input file:
```
! wB97M-V def2-TZVPD RIJCOSX def2/J DEFGRID3
* xyz 0 1
Sc 0.46 -0.21 -0.61
N 0.90 -1.82 -2.60
C 1.16 -1.24 -3.92
C 2.39 -0.33 -3.84
N 2.26 0.64 -2.75
C 2.14 2.05 -3.13
C 0.76 2.57 -2.73
N 0.52 2.30 -1.30
H 0.16 -2.52 -2.70
H 1.74 -2.33 -2.29
H 1.33 -2.00 -4.69
H 0.28 -0.64 -4.21
H 3.27 -0.95 -3.66
H 2.52 0.19 -4.80
H 3.06 0.54 -2.15
H 2.90 2.64 -2.60
H 2.29 2.19 -4.20
H 0.70 3.64 -2.96
H -0.01 2.03 -3.31
H 1.14 2.91 -0.76
H -0.43 2.63 -1.08
C -3.33 1.72 3.54
Si -1.73 1.58 4.56
C -2.14 0.58 6.15
C -1.02 3.30 5.02
C -0.32 0.62 3.73
C 0.67 0.06 4.53
C 1.72 -0.66 3.97
C 1.74 -0.83 2.60
N 0.83 -0.28 1.80
C -0.17 0.45 2.35
S -1.21 1.15 1.17
H -4.17 1.98 4.18
H -3.56 0.79 3.04
H -3.25 2.48 2.77
H -3.03 0.97 6.63
H -1.33 0.64 6.88
H -2.31 -0.46 5.92
H -1.73 3.86 5.61
H -0.78 3.88 4.14
H -0.11 3.20 5.61
H 0.62 0.19 5.60
H 2.49 -1.09 4.58
H 2.49 -1.44 2.12
Se -1.77 0.07 -2.35
P -2.38 -1.74 -1.31
Se -0.97 -2.53 0.14
C -4.01 -1.38 -0.58
C -4.24 -1.40 0.79
C -5.49 -1.03 1.26
C -6.48 -0.65 0.37
C -6.24 -0.63 -0.99
C -5.00 -1.00 -1.47
C -2.80 -3.04 -2.54
C -2.72 -2.81 -3.90
C -3.11 -3.79 -4.79
C -3.57 -5.01 -4.32
C -3.63 -5.24 -2.95
C -3.25 -4.26 -2.06
H -3.45 -1.70 1.47
H -5.69 -1.06 2.32
H -7.45 -0.36 0.75
H -7.02 -0.34 -1.68
H -4.78 -0.98 -2.53
H -2.38 -1.84 -4.27
H -3.07 -3.61 -5.86
H -3.90 -5.77 -5.01
H -4.00 -6.19 -2.58
H -3.28 -4.43 -0.99
O 4.19 -1.92 -0.84
C 3.58 -0.96 -0.41
O 2.32 -0.81 -0.38
C 4.37 0.27 0.08
C 5.76 0.27 0.09
C 6.44 1.43 0.47
C 5.76 2.59 0.83
C 4.38 2.57 0.79
C 3.68 1.42 0.43
N 3.63 3.77 1.03
O 4.13 4.63 1.72
O 2.53 3.84 0.49
N 7.89 1.45 0.44
O 8.46 0.42 0.15
O 8.43 2.51 0.67
H 6.31 -0.61 -0.20
H 6.30 3.48 1.11
H 2.60 1.43 0.41
*
```

F_max   1.5 eV/Å
E_LUMO   -1.27 eV
Energy relative to the best compared isomer or geometry (same formula, charge and spin)   1.384 eV
HOMO energy   -7.436 eV
Frontier orbital gap   6.17 eV
E_tot   -8576.82514 a.u.